Formula: C14H41AgO7S6
Source: the OMol25 dataset
Level of theory: ωB97M-V/def2-TZVPD

## Properties
Kohn-Sham gap (spin up / spin down), eV: 4.2598 / 5.9473
Energy above the lowest of the compared OMol25 structures with the same formula, charge and spin, kcal/mol: 0.0
HOMO energy (spin up / spin down), Eh: -0.08701 / -0.14903
⟨S²⟩: 0.753
Spin multiplicity: 2
Charge: -1

Positions of all 69 atoms, in Å:
Ag1 -3.7606 1.1689 0.6975
C1 0.4088 1.6346 0.5529
C2 -0.7245 0.6954 0.0269
O1 -1.8228 1.0605 -0.8469
H1 0.0005 2.6292 0.7326
H2 1.2754 1.6445 -0.1081
H3 0.9439 1.2890 1.4374
H4 -1.0724 0.2024 0.9347
H5 -0.1569 -0.0909 -0.4707
C3 2.7244 0.1393 4.0052
S1 2.9819 0.2237 5.8739
O2 3.4445 1.6502 6.1371
C4 1.2552 -0.0035 6.3797
H6 3.4774 0.0493 3.2222
H7 2.2584 1.0734 3.6916
H8 2.0827 -0.7253 3.8353
H9 1.0389 0.1390 7.4385
H10 1.1064 -1.0800 6.2955
H11 0.5623 0.4997 5.7054
C5 -0.1151 5.0565 1.9853
S2 -1.3891 5.5807 0.7845
O3 -1.5021 4.3905 -0.2082
C6 -2.6657 5.4214 2.0269
H12 0.1306 5.9716 2.5242
H13 0.6846 4.7777 1.2991
H14 -0.5237 4.3142 2.6710
H15 -2.2431 5.6788 2.9982
H16 -3.0507 4.4029 2.0760
H17 -3.5335 6.0736 1.9289
C7 -3.5357 -2.2216 -1.2037
S3 -3.9783 -3.0928 -2.7926
O4 -5.2646 -3.8138 -2.6300
C8 -4.3472 -1.6035 -3.7451
H18 -3.4756 -2.8902 -0.3449
H19 -4.2903 -1.4919 -0.9102
H20 -2.5331 -1.7986 -1.2671
H21 -3.6930 -1.6826 -4.6133
H22 -4.0868 -0.8124 -3.0420
H23 -5.4019 -1.5511 -4.0152
C9 -0.1497 -0.8297 -3.7181
S4 -1.4782 0.1643 -4.3866
O5 -1.2771 1.6475 -4.0216
C10 -0.7053 0.0252 -6.0801
H24 -0.2408 -1.9000 -3.9028
H25 -0.0333 -0.6559 -2.6484
H26 0.8294 -0.5867 -4.1309
H27 0.3788 -0.0794 -6.1239
H28 -1.0038 0.8015 -6.7846
H29 -0.9961 -0.9908 -6.3472
C11 3.6638 -0.6508 -0.0101
S5 3.7521 -1.4355 -1.6939
O6 2.6649 -2.5149 -1.5795
C12 2.9708 0.0236 -2.4895
H30 4.1520 -1.2832 0.7315
H31 2.6460 -0.5347 0.3622
H32 4.2187 0.2829 0.0819
H33 3.1087 -0.2168 -3.5437
H34 3.5430 0.9490 -2.4234
H35 1.9102 0.0375 -2.2388
C13 -0.0649 -3.2447 0.4635
S6 0.8088 -2.9281 2.0258
O7 0.2500 -3.7851 3.2139
C14 2.3845 -3.7065 1.5583
H36 0.1125 -4.2859 0.1940
H37 0.2183 -2.6037 -0.3713
H38 -1.1338 -3.0446 0.3895
H39 2.4863 -4.7141 1.9612
H40 3.1874 -3.0893 1.9614
H41 2.5874 -3.7599 0.4887

Atomic forces in eV per Å
0.70 0.08 -0.61
-0.31 0.51 -0.73
-1.03 -0.46 -0.71
1.51 -0.14 2.25
0.28 0.05 -0.15
-0.22 0.66 -0.82
-0.72 -0.44 0.71
-0.45 -0.20 0.39
0.39 -0.74 -0.44
-1.16 -0.07 0.25
1.43 1.56 -0.77
-0.76 -1.47 -0.10
-0.22 -0.72 -0.67
1.19 -0.24 1.09
-0.61 -0.02 0.46
-0.42 0.16 0.01
0.55 0.78 -0.09
-0.05 -0.18 -0.49
-0.01 0.17 0.25
-0.26 1.01 -0.80
-0.03 -2.76 -1.41
0.01 2.59 1.89
-1.11 0.23 0.86
0.26 -0.07 0.17
0.20 -0.41 0.61
0.38 -0.27 -0.40
0.12 -0.02 0.00
0.31 -0.21 -0.24
0.11 0.11 -0.60
-0.23 -0.54 0.08
0.28 0.16 0.96
-0.31 -0.32 0.25
0.43 -0.11 0.54
-0.20 -0.67 -0.35
0.10 0.28 -0.38
-0.16 0.52 -0.44
-0.24 0.53 0.01
0.06 0.48 -0.70
0.10 -0.29 0.12
1.21 -0.35 0.89
1.69 3.65 -0.78
-0.30 -2.81 -0.51
-0.28 -1.08 0.14
-0.60 -0.04 0.02
-0.64 -0.04 0.14
-0.23 0.43 -0.27
0.12 0.64 0.68
-0.48 -0.22 0.26
-0.52 0.03 -0.73
0.89 -0.38 0.49
-2.26 0.35 2.10
1.45 1.21 -0.67
0.69 -1.03 -1.15
0.11 -0.48 -0.28
-0.26 0.08 -0.67
-0.17 0.21 -0.53
-0.51 -0.12 -0.25
-0.17 -0.02 0.84
0.29 0.35 0.25
-0.50 -0.65 -0.69
-0.88 -0.95 1.66
0.92 1.42 -2.61
0.57 -0.04 -0.25
-0.06 -0.01 -0.07
1.18 0.15 0.32
-0.17 -0.16 1.28
-0.44 0.08 0.24
-0.09 -0.02 0.30
-0.50 0.24 -0.15